Arrangement i

Density functional theory data (ωB97M-V/def2-TZVPD) for a 2-piece molecular cluster, C3H4O3 overall.

The geometry in XYZ format:
```
10
Properties=species:S:1:pos:R:3
O 1.37293 1.58418 0.18762
C 0.68355 0.69546 -0.11963
C 0.09659 -0.42129 -0.53352
O -1.28108 -0.58208 -0.66300
C -2.01108 0.35260 -0.06183
O -1.54113 1.27123 0.56375
H 2.83130 -0.74459 0.67665
H 0.67565 -1.27978 -0.83291
H 2.24931 -1.05666 1.01993
H -3.07605 0.18092 -0.23706
```

Orbital gap ... 9.652 eV
Spin multiplicity ... 1
SMILES ... O=C=COC=O.[H][H]
Highest occupied orbital energy ... -9.05 eV
Molecular weight ... 88.1 g/mol

Arrangement ii

Density functional theory data (ωB97M-V/def2-TZVPD) for one molecule with the formula C3H4O3.

The geometry in XYZ format:
```
10
Properties=species:S:1:pos:R:3
O 0.44886 -1.54743 -1.19449
C 0.31861 -0.80828 -0.12782
C -0.82926 0.06539 0.13750
O -1.41425 -0.81494 0.86246
C 1.00699 1.42192 0.42749
O -0.20828 1.32603 0.81085
H -0.08273 -1.18804 -1.92349
H 0.91760 -1.13254 0.71112
H -1.35085 0.52330 -0.72792
H 1.39635 2.36338 0.87840
```

Orbital gap ... 8.970 eV
Spin multiplicity ... 1
Highest occupied orbital energy ... -8.74 eV
Molecular weight ... 88.1 g/mol

Arrangement iii

Density functional theory data (ωB97M-V/def2-TZVPD) for C3H4O3 as an isolated structure.

The geometry in XYZ format:
```
10
Properties=species:S:1:pos:R:3
O -1.27638 -1.01167 -0.06504
C -0.13504 0.00647 -0.63057
C 0.02641 1.27693 0.17822
O 1.42316 0.90526 0.40257
C 1.11692 -0.38441 0.00968
O 1.70918 -1.40685 0.24654
H -0.80562 -1.81567 0.24968
H -1.53259 -1.17064 -0.98681
H -0.52183 1.34001 1.12387
H -0.05209 2.20718 -0.38910
```

Orbital gap ... 8.727 eV
Spin multiplicity ... 1
Highest occupied orbital energy ... -8.72 eV
Molecular weight ... 88.1 g/mol

Tell me which of them is the most stable. Sure, it is arrangement i.

Arrangement i

Density functional theory data (ωB97M-V/def2-TZVPD) for one molecule with the formula C3H4O3.

The geometry in XYZ format:
```
10
Properties=species:S:1:pos:R:3
O 0.75235 -1.17168 -1.62734
C 0.65916 -0.17467 -0.70513
C 0.05865 -0.32862 0.59941
O 1.43959 -0.23728 0.51462
C -1.40568 1.41786 0.36440
O -0.62974 0.76464 1.19619
H 0.33191 -1.97207 -1.28865
H 0.68118 0.80462 -1.17067
H -0.34076 -1.26590 0.98757
H -1.87883 2.17141 1.03391
```

Orbital gap ... 9.433 eV
Spin multiplicity ... 1
Highest occupied orbital energy ... -9.15 eV
Molecular weight ... 88.1 g/mol

Arrangement ii

Density functional theory data (ωB97M-V/def2-TZVPD) for C3H4O3 as an isolated structure.

The geometry in XYZ format:
```
10
Properties=species:S:1:pos:R:3
O 1.61501 0.97442 -0.17557
C 0.61040 0.21111 -0.59061
C -0.57257 -0.88292 0.74049
O -1.52395 -0.22539 -0.02374
C -0.74373 0.76101 -0.59563
O -1.15796 1.78136 -1.06850
H 2.42568 0.65744 -0.59733
H 0.48248 -0.92687 -0.11614
H -0.39103 -0.45309 1.72512
H -0.74617 -1.96014 0.75423
```

Orbital gap ... 9.213 eV
Spin multiplicity ... 1
Highest occupied orbital energy ... -8.85 eV
Molecular weight ... 88.1 g/mol

Arrangement iii

Density functional theory data (ωB97M-V/def2-TZVPD) for C3H4O3 as an isolated structure.

The geometry in XYZ format:
```
10
Properties=species:S:1:pos:R:3
C 1.38091 0.14532 0.92651
O -0.02943 0.00981 0.73116
C -0.45515 0.47733 -0.42437
O 0.13077 1.08744 -1.26543
C -1.67194 -1.00774 -1.08366
O -1.83460 0.17265 -0.52825
H 1.55385 -0.10178 1.97229
H 1.91267 -0.54980 0.27158
H 1.68474 1.16918 0.70525
H -2.67182 -1.40240 -1.30508
```

Orbital gap ... 9.583 eV
Spin multiplicity ... 1
Highest occupied orbital energy ... -9.32 eV
Molecular weight ... 88.1 g/mol

Arrangement iv

Density functional theory data (ωB97M-V/def2-TZVPD) for one molecule with the formula C3H4O3.

The geometry in XYZ format:
```
10
Properties=species:S:1:pos:R:3
O -2.08550 0.15611 -0.84339
C -0.97320 0.17430 -0.38855
O -0.60039 -0.20631 0.95833
C -1.21533 -1.18861 1.57515
C 1.40691 0.50976 -0.35661
O 0.09716 0.65589 -0.97468
H 1.41815 0.80400 0.68449
H -1.85678 -1.57815 0.79123
H 2.02314 1.17945 -0.93387
H 1.78582 -0.50644 -0.51211
```

Orbital gap ... 9.403 eV
Spin multiplicity ... 1
Highest occupied orbital energy ... -9.35 eV
Molecular weight ... 88.1 g/mol

Tell me which of them is the most stable. Sure, it is arrangement iii.

Arrangement i

Density functional theory data (ωB97M-V/def2-TZVPD) for an isolated ion of composition C5H12NO2 and charge -1.

The geometry in XYZ format:
```
20
Properties=species:S:1:pos:R:3
C -0.12601 0.73082 -1.06372
N 0.55567 1.19859 0.08404
C -0.05538 2.07292 0.93824
O -1.28875 1.61538 1.75083
C -1.07262 -0.62327 -0.88707
C -0.43671 -1.72418 -0.10074
C 0.92594 -2.09999 -0.47839
O 1.90704 -1.09972 -0.22599
H 0.42906 0.44630 -1.96381
H -1.00860 1.40201 -1.49483
H 1.43455 -0.19330 0.12427
H -0.64603 2.89871 0.40172
H 0.53447 2.25443 1.75272
H -2.00504 1.14579 1.23138
H -1.38255 -0.81088 -1.95927
H -2.21270 -0.45789 -0.41961
H -0.55887 -1.55959 0.92030
H -1.00005 -2.71156 -0.35785
H 1.02147 -2.06317 -1.61817
H 1.14684 -3.00403 0.14628
```

Orbital gap ... 6.995 eV
Charge ... -1
Spin multiplicity ... 1
Highest occupied orbital energy ... -2.93 eV
Molecular weight ... 118.2 g/mol

Arrangement ii

Density functional theory data (ωB97M-V/def2-TZVPD) for an isolated ion of composition C5H12NO2 and charge -1.

The geometry in XYZ format:
```
20
Properties=species:S:1:pos:R:3
C -2.08748 0.01813 -0.03924
C -0.57462 0.22370 -0.17345
C 0.07137 -0.20680 1.17952
C 1.46545 0.31391 1.42177
O 1.82102 0.37878 2.82410
N 0.01563 -0.68587 -1.20020
C 0.66366 0.06117 -2.38541
O -0.22153 0.31220 -3.37293
H -2.62499 0.32042 -0.92861
H -2.12897 -1.06816 0.15174
H -2.50785 0.54389 0.82825
H -0.39302 1.23963 -0.54924
H -0.63181 0.15205 1.91582
H 0.10160 -1.30199 1.18645
H 2.21276 -0.33580 0.96532
H 1.67199 1.32302 1.05162
H 1.44586 -0.36320 3.29161
H -0.72824 -1.28674 -1.54371
H 0.99836 1.00126 -1.89962
H 1.43080 -0.63959 -2.72379
```

Orbital gap ... 5.821 eV
Charge ... -1
Spin multiplicity ... 1
SMILES ... C[C@@H](CCO)NC[O-]
Highest occupied orbital energy ... -2.47 eV
Molecular weight ... 118.2 g/mol

Arrangement iii

Density functional theory data (ωB97M-V/def2-TZVPD) for an isolated ion of composition C5H12NO2 and charge -1.

The geometry in XYZ format:
```
20
Properties=species:S:1:pos:R:3
C 0.35012 -0.60585 1.54947
C 0.17847 0.22009 0.23912
C 1.26872 0.31681 -0.86703
C 2.62131 0.93652 -0.28492
O 1.76059 -0.91397 -1.36368
N -1.07720 -0.19439 -0.45381
C -2.38677 0.43042 0.04135
O -2.93003 -0.14951 1.08486
H 1.27244 -0.46014 2.12370
H -0.47025 -0.13042 2.22786
H 0.17967 -1.65421 1.31257
H 0.07820 1.24903 0.65323
H 0.75180 0.87020 -1.67186
H 3.41535 0.64210 -1.09367
H 2.38468 2.02504 0.01504
H 2.86027 0.36796 0.54395
H 0.88537 -1.26413 -1.70702
H -1.26003 -1.19824 -0.25366
H -3.05014 0.12105 -0.78190
H -2.34260 1.51238 -0.02899
```

Orbital gap ... 6.047 eV
Charge ... -1
Spin multiplicity ... 1
SMILES ... C[C@H](NC[O-])[C@@H](C)O
Highest occupied orbital energy ... -2.36 eV
Molecular weight ... 118.2 g/mol

Arrangement iv

Density functional theory data (ωB97M-V/def2-TZVPD) for a 2-piece molecular cluster, C5H12NO2 overall.

The geometry in XYZ format:
```
20
Properties=species:S:1:pos:R:3
C -1.57025 1.63473 0.46939
O -2.65034 1.72169 -0.28293
C -0.52329 0.63009 -0.22412
C 0.97706 0.96074 0.15854
C 1.67787 -0.31640 0.12789
C 1.87145 -1.10771 1.21025
N 2.44817 -0.48577 -1.10662
H -1.44313 1.65511 1.50961
H -0.92832 2.59443 0.55759
H -0.79900 0.63688 -1.28753
H -0.86024 -0.36191 0.19235
H 1.46254 1.71810 -0.56540
H 0.96841 1.38034 1.21045
H 2.32542 -2.08707 1.23487
H 1.11563 -1.04672 2.21745
H 1.73360 -0.29411 -1.79219
H 2.99993 -1.36348 -1.28635
H -3.40319 -1.40782 -0.48189
H -2.20065 -2.21983 -0.92531
O -3.20166 -2.24130 -0.93605
```

Orbital gap ... 6.038 eV
Charge ... -1
Spin multiplicity ... 1
Highest occupied orbital energy ... -2.50 eV
Molecular weight ... 118.2 g/mol

Tell me which of them is the most stable. Sure, it is arrangement ii.

Arrangement i

Density functional theory data (ωB97M-V/def2-TZVPD) for an isolated ion of composition C5H12NO2 and charge -1.

The geometry in XYZ format:
```
20
Properties=species:S:1:pos:R:3
C -2.10986 -0.58658 0.55783
O -2.24985 -1.91219 0.42748
C -0.76733 -0.06445 -0.23225
C 0.24427 0.65138 0.57624
C 1.66577 1.07323 -0.12581
C 2.46637 -0.35282 -0.14224
O 3.70998 -0.08682 0.11176
N -1.31020 0.76070 -1.34637
H -2.11024 -0.29520 1.63218
H -2.99002 -0.24011 -0.03432
H -1.43348 -2.49236 0.63295
H -0.29114 -0.99703 -0.65756
H -0.09133 1.59612 0.97478
H 0.65251 0.01763 1.45425
H 2.36079 1.70057 0.53145
H 1.71837 1.21949 -1.20767
H 1.94283 -0.88140 0.76623
H 2.37420 -0.97195 -1.04241
H -1.74567 1.62386 -0.98150
H -2.03597 0.23792 -1.89500
```

Orbital gap ... 5.351 eV
Charge ... -1
Spin multiplicity ... 1
SMILES ... N[C@H](CO)CCC[O-]
Highest occupied orbital energy ... -1.99 eV
Molecular weight ... 118.2 g/mol

Arrangement ii

Density functional theory data (ωB97M-V/def2-TZVPD) for C5H12NO2 as an isolated structure.

The geometry in XYZ format:
```
20
Properties=species:S:1:pos:R:3
C 1.53737 1.77335 0.31199
N 1.43197 0.33557 0.05778
C 0.07223 -0.21763 -0.02901
C -0.49050 -0.76316 1.26588
O -1.87023 -0.89151 1.03399
C -0.10274 -1.30779 -1.08443
O -1.38696 -1.83016 -0.89954
C 0.68268 2.62371 -0.59942
H 2.57703 1.98892 0.10279
H 1.29424 1.98716 1.37545
H 1.92134 0.21073 -0.81277
H -0.64982 0.51798 -0.22862
H -0.00314 -1.69964 1.55564
H -0.35707 -0.06831 2.09103
H -1.74754 -1.33834 0.09712
H -0.02368 -0.78646 -2.04064
H 0.65436 -2.11064 -1.00556
H 0.45511 2.17267 -1.55630
H 0.98620 3.64946 -0.76851
H -0.29400 2.78709 -0.15594
```

Orbital gap ... 6.732 eV
Charge ... -1
Spin multiplicity ... 1
Highest occupied orbital energy ... -3.04 eV
Molecular weight ... 118.2 g/mol

Arrangement iii

Density functional theory data (ωB97M-V/def2-TZVPD) for a 2-piece molecular cluster, C5H12NO2 overall.

The geometry in XYZ format:
```
20
Properties=species:S:1:pos:R:3
C -2.00928 0.61849 1.31215
O -1.97600 -0.81098 1.36828
C -1.30665 1.27165 0.17760
C 0.20799 0.79916 0.18358
C 0.27949 -0.63497 -0.42363
C 1.37938 -1.45311 -0.11810
N 1.60741 -2.68229 -0.52436
H -3.07734 0.87102 1.28396
H -1.62136 0.85336 2.32350
H -1.79925 0.96379 -0.80661
H -1.35764 2.36682 0.09619
H 0.46812 0.71178 1.22999
H 0.78183 1.44638 -0.46061
H -0.53691 -0.80273 -1.13885
H 2.11407 -0.97866 0.49181
H 0.92663 -3.19883 -1.05277
H 2.25582 -0.11375 -1.32146
H 2.12621 1.33831 -1.72264
H -1.09695 -1.12575 1.08201
O 2.63441 0.56030 -1.98003
```

Orbital gap ... 5.904 eV
Charge ... -1
Spin multiplicity ... 1
Highest occupied orbital energy ... -2.12 eV
Molecular weight ... 118.2 g/mol

Tell me which of them is the most stable. Sure, it is arrangement ii.